Here is a molecular structure, C21H60LiO18 at a distorted geometry from the OMol25 dataset. Energies are from ωB97M-V/def2-TZVPD.

Last column: Mulliken charge in e.
CARTESIAN COORDINATES (ANGSTROEM)
1 Li -0.86 -0.57 0.15  0.477
2 C 1.44 0.71 -2.90  -0.751
3 C 2.84 0.94 -3.00  0.281
4 C 3.75 0.18 -2.04  0.219
5 O 4.97 0.35 -2.17  -0.861
6 C 3.16 -0.45 -0.96  -0.382
7 C 1.72 -0.38 -0.77  0.742
8 C 0.80 0.09 -1.86  0.995
9 O -0.42 -0.12 -1.61  -0.893
10 O 1.27 -0.85 0.31  -0.969
11 O 3.39 1.66 -3.83  -0.700
12 H 0.77 1.14 -3.69  0.295
13 H 3.59 -0.89 -0.04  0.522
14 C 1.50 -4.66 -3.11  -0.889
15 C 1.10 -4.41 -4.57  0.430
16 C 0.06 -5.45 -5.03  -1.387
17 O 0.53 -3.10 -4.83  -0.542
18 H 2.23 -3.86 -2.91  0.200
19 H 1.83 -5.68 -2.88  0.412
20 H 0.58 -4.52 -2.45  0.076
21 H 2.05 -4.48 -5.06  0.324
22 H -0.77 -5.30 -4.36  0.331
23 H 0.44 -6.45 -4.94  0.392
24 H -0.21 -5.30 -6.05  0.346
25 H 1.29 -2.45 -5.03  0.311
26 C 4.47 3.37 -0.27  -0.830
27 C 5.51 2.66 0.50  0.556
28 C 5.69 3.05 1.97  -1.344
29 O 5.29 1.21 0.46  -0.619
30 H 3.46 3.24 0.20  -0.046
31 H 4.42 2.83 -1.22  0.182
32 H 4.71 4.40 -0.40  0.529
33 H 6.50 2.91 0.00  0.283
34 H 4.82 2.79 2.64  0.209
35 H 6.05 4.10 2.05  0.377
36 H 6.53 2.43 2.40  0.345
37 H 5.30 0.97 -0.46  0.223
38 C 0.99 4.57 -2.48  -1.439
39 C -0.07 4.11 -1.45  1.281
40 C 0.50 4.11 -0.07  -0.494
41 O -1.31 4.83 -1.45  -0.549
42 H 1.90 4.12 -2.26  0.197
43 H 1.01 5.61 -2.35  0.513
44 H 0.69 4.42 -3.53  0.359
45 H -0.33 3.03 -1.53  -0.313
46 H -0.22 4.04 0.70  -0.059
47 H 1.02 5.09 0.13  0.365
48 H 1.25 3.34 0.04  -0.182
49 H -1.73 4.74 -2.28  0.311
50 C -4.94 -4.33 1.23  -1.096
51 C -4.19 -4.47 2.61  0.485
52 C -3.57 -5.80 2.60  -1.423
53 O -3.20 -3.39 2.82  -0.512
54 H -4.18 -4.20 0.43  0.152
55 H -5.47 -3.37 1.27  0.293
56 H -5.64 -5.16 1.10  0.452
57 H -4.91 -4.44 3.42  0.344
58 H -4.25 -6.60 2.47  0.462
59 H -3.08 -5.83 3.57  0.346
60 H -2.77 -5.93 1.84  0.297
61 H -2.47 -3.54 2.18  0.258
62 C -3.67 3.92 3.69  -1.289
63 C -2.27 4.49 3.41  0.931
64 C -2.24 5.50 2.29  -1.274
65 O -1.65 5.00 4.62  -0.579
66 H -4.30 4.60 4.22  0.399
67 H -3.56 3.00 4.36  0.286
68 H -4.15 3.62 2.76  0.356
69 H -1.58 3.75 3.16  -0.042
70 H -1.27 6.05 2.27  0.274
71 H -2.94 6.31 2.54  0.412
72 H -2.48 4.99 1.34  0.282
73 H -2.21 5.53 5.16  0.297
74 O 2.16 -3.47 1.25  -0.791
75 H 2.06 -2.43 1.12  0.464
76 H 3.06 -3.66 0.85  0.306
77 O -1.31 -0.34 2.04  -0.258
78 H -0.72 0.38 2.41  0.256
79 H -1.06 -1.15 2.47  0.235
80 O -2.52 -0.65 -3.12  -0.734
81 H -1.77 -0.30 -2.51  0.369
82 H -2.22 -0.39 -3.98  0.249
83 O -4.13 -1.00 1.62  -0.709
84 H -3.89 -1.75 2.22  0.395
85 H -3.43 -0.40 1.96  0.247
86 O 0.39 1.61 3.08  -0.514
87 H 0.36 1.72 4.03  0.263
88 H 1.30 1.68 2.80  0.216
89 O -3.83 -2.92 -3.08  -0.657
90 H -4.41 -2.28 -2.64  0.283
91 H -3.10 -2.31 -3.31  0.442
92 O -2.24 -1.81 -0.23  0.102
93 H -3.16 -1.79 0.07  0.168
94 H -2.19 -2.46 -0.89  0.047
95 O 2.68 0.74 2.13  -0.902
96 H 2.18 0.24 1.45  0.332
97 H 3.55 0.82 1.72  0.375
98 O -0.45 -3.23 1.99  -0.686
99 H 0.30 -3.83 2.24  0.279
100 H -0.12 -2.79 1.21  0.276

Calculated values
Charge: -1
Frontier orbital gap in eV: 7.22
HOMO level in eV: -5.03
Calculated total energy in eV: -59814.9632

Here is a molecular structure, C17H14Br2N3O7Ti from the OMol25 dataset. Energies are from ωB97M-V/def2-TZVPD.

Last column: Löwdin spin population.
CARTESIAN COORDINATES (ANGSTROEM)
1 Ti 0.42 0.73 0.17  0.905
2 N 0.17 0.57 2.37  0.007
3 C -1.24 0.55 2.79  0.001
4 C -2.17 1.03 1.68  0.001
5 O -3.36 1.24 1.91  0.000
6 N -1.56 1.14 0.49  0.000
7 C -2.35 1.54 -0.66  0.001
8 C -1.48 1.41 -1.90  0.005
9 O -1.94 1.53 -3.02  0.009
10 O -0.22 1.20 -1.62  0.017
11 H 0.61 -0.32 2.60  0.001
12 H 0.72 1.30 2.83  0.002
13 H -1.41 1.17 3.67  0.000
14 H -1.54 -0.47 3.03  0.000
15 H -2.67 2.59 -0.59  0.000
16 H -3.26 0.95 -0.77  0.000
17 O 6.65 -0.27 0.09  0.006
18 C 5.33 0.02 0.06  0.016
19 C 4.57 -0.14 -1.10  -0.008
20 C 3.23 0.16 -1.07  0.025
21 N 2.63 0.60 0.06  0.081
22 C 3.36 0.75 1.15  0.529
23 Br 2.67 2.71 2.73  0.298
24 C 4.72 0.48 1.22  0.059
25 H 6.93 -0.59 -0.77  0.001
26 H 5.02 -0.49 -2.02  0.000
27 H 2.60 0.04 -1.94  0.002
28 H 5.28 0.63 2.13  0.003
29 Br 0.01 -2.36 -2.77  0.000
30 C -1.63 -2.09 -1.86  0.000
31 C -2.77 -1.98 -2.64  0.000
32 C -4.01 -1.83 -2.04  0.000
33 C -4.11 -1.81 -0.66  0.000
34 C -2.97 -1.92 0.11  0.000
35 C -1.71 -2.04 -0.47  0.000
36 C -0.53 -2.00 0.49  0.001
37 O -0.60 -2.56 1.56  -0.001
38 O 0.47 -1.27 0.08  0.009
39 H -2.68 -2.01 -3.72  0.000
40 H -4.89 -1.73 -2.66  0.000
41 H -5.08 -1.67 -0.19  0.000
42 H -3.03 -1.88 1.19  0.000
43 O 0.97 4.09 -0.13  0.012
44 C 0.84 3.01 0.15  0.020

Calculated values
Charge: -1
Expectation value of S²: 2.010
Frontier orbital gap (spin up / spin down) in eV: 6.96 / 8.43
HOMO level (spin up / spin down) in eV: -4.75 / -6.26
Calculated total energy in eV: -199865.6733
Energy above the lowest of the compared OMol25 structures with the same formula, charge and spin in kcal/mol: 1.5
Spin multiplicity: 3

Here is a molecular structure, C23H35N3O5 at a distorted geometry from the OMol25 dataset. Energies are from ωB97M-V/def2-TZVPD.

Last column: natural (NBO) charge in e.
CARTESIAN COORDINATES (ANGSTROEM)
1 C 4.33 -1.63 -7.02  -0.291
2 H 3.48 -2.50 -6.96  0.186
3 O 4.73 -1.46 -5.61  -0.477
4 C 3.83 -1.00 -4.83  0.386
5 C 2.35 -0.88 -5.18  -0.337
6 C 1.75 -0.31 -4.10  -0.071
7 C 2.31 0.08 -2.87  -0.205
8 C 3.62 -0.42 -2.57  0.384
9 C 4.46 -0.83 -3.62  -0.378
10 H 5.44 -0.87 -3.47  0.227
11 O 4.28 -0.11 -1.19  -0.543
12 C 5.58 -0.29 -1.07  -0.202
13 H 5.67 -1.19 -1.31  0.159
14 H 5.68 0.14 0.08  0.189
15 H 6.01 0.42 -1.73  0.160
16 C 1.43 0.48 -1.71  -0.246
17 N 0.25 -0.53 -1.41  -0.416
18 C 0.95 -1.82 -0.97  -0.287
19 H 1.56 -2.36 -1.59  0.218
20 H 0.20 -2.55 -0.78  0.197
21 C 1.71 -1.90 0.33  -0.251
22 N 1.25 -0.85 1.34  -0.610
23 C 0.17 -0.05 1.13  0.671
24 O -0.13 0.91 1.88  -0.673
25 C -0.58 -0.52 -0.25  -0.095
26 C -1.45 1.01 -0.61  -0.527
27 H -0.96 2.00 -0.57  0.226
28 C -2.67 0.86 0.19  0.715
29 O -3.33 0.04 -0.07  -0.561
30 N -3.15 2.12 0.77  -0.505
31 C -2.30 3.14 1.00  -0.346
32 H -1.46 2.90 1.40  0.200
33 H -2.90 3.95 1.57  0.207
34 H -2.18 3.72 -0.13  0.142
35 C -4.38 1.97 1.46  -0.219
36 H -4.77 1.00 1.35  0.234
37 C -4.21 1.70 3.03  -0.419
38 C -3.03 0.96 3.50  -0.240
39 C -3.66 -0.67 3.18  -0.541
40 H -3.70 -0.79 2.12  0.249
41 C -2.72 -1.52 3.65  -0.050
42 O -2.12 -1.41 4.98  -0.517
43 C -1.77 -0.27 5.17  0.033
44 C -2.85 0.89 4.80  -0.406
45 H -2.27 1.67 5.11  0.204
46 H -3.86 0.74 5.59  0.180
47 H -1.69 -0.22 6.33  0.152
48 H -1.06 -0.04 4.70  0.116
49 H -3.07 -2.85 3.55  0.175
50 H -1.62 -1.60 2.96  0.145
51 H -4.64 -0.87 3.75  0.213
52 H -2.24 0.80 2.90  0.258
53 H -3.85 2.71 3.56  0.170
54 H -5.15 1.83 3.54  0.240
55 H -5.05 2.97 1.37  0.198
56 H -1.51 1.13 -1.61  0.225
57 H -1.37 -1.09 -0.28  0.228
58 H 1.58 -0.78 2.18  0.387
59 H 1.87 -2.83 0.93  0.229
60 H 2.73 -1.14 0.34  0.236
61 H 0.68 1.21 -2.04  0.219
62 H 1.95 0.76 -0.74  0.225
63 H 0.63 -0.30 -4.14  0.217
64 H 2.22 -0.94 -6.12  0.205
65 H 5.13 -1.94 -7.69  0.215
66 H 3.83 -0.76 -7.55  0.194

Calculated values
Charge: 0
Frontier orbital gap in eV: 8.63
HOMO level in eV: -8.14
Calculated total energy in eV: -39105.3112
Energy above the lowest of the compared OMol25 structures with the same formula, charge and spin in kcal/mol: 498.0